{"formula": "C36H78N2O24P4S4", "method": "ωB97M-V/def2-TZVPD", "homo_energy_ev": -7.918, "lumo_energy_ev": 0.4, "e_tot_ha": -6291.9855, "gap_ev": 8.37, "smiles": "COP(=O)(OC)OC.COP(=O)(OC)OC.COP(=O)(OC)OC.COP(=O)(OC)OC.O=S1(=O)CCCC1.O=S1(=O)CCCC1.O=S1(=O)CCCC1.O=S1(=O)CCCC1.c1cc[nH]c1.c1cc[nH]c1", "de_lowest_kj_mol": 152.4, "elements": ["C", "C", "C", "S", "O", "O", "C", "H", "H", "H", "H", "H", "H", "H", "H", "C", "C", "C", "S", "O", "O", "C", "H", "H", "H", "H", "H", "H", "H", "H", "C", "C", "C", "S", "O", "O", "C", "H", "H", "H", "H", "H", "H", "H", "H", "C", "C", "C", "S", "O", "O", "C", "H", "H", "H", "H", "H", "H", "H", "H", "C", "O", "P", "O", "O", "C", "O", "C", "H", "H", "H", "H", "H", "H", "H", "H", "H", "C", "O", "P", "O", "O", "C", "O", "C", "H", "H", "H", "H", "H", "H", "H", "H", "H", "C", "O", "P", "O", "O", "C", "O", "C", "H", "H", "H", "H", "H", "H", "H", "H", "H", "C", "O", "P", "O", "O", "C", "O", "C", "H", "H", "H", "H", "H", "H", "H", "H", "H", "N", "C", "C", "C", "C", "H", "H", "H", "H", "H", "N", "C", "C", "C", "C", "H", "H", "H", "H", "H"], "coordinates": [[-9.96823, -4.04297, -2.31866], [-10.62881, -2.88599, -1.48839], [-9.45009, -1.95297, -0.99974], [-7.85435, -2.89709, -1.28613], [-7.14939, -3.18021, 0.00560], [-7.13657, -2.31788, -2.40530], [-8.63011, -4.42124, -1.82088], [-9.86517, -3.63773, -3.32527], [-10.65259, -4.88810, -2.24445], [-11.29195, -3.20613, -0.68474], [-11.15681, -2.26200, -2.20946], [-9.55085, -1.62556, 0.03503], [-9.40542, -1.06365, -1.62839], [-8.62130, -4.89578, -0.83963], [-7.86280, -4.93731, -2.39793], [0.19648, 5.86036, 6.48410], [1.04199, 4.70829, 7.04513], [2.09536, 4.54954, 5.86645], [2.67411, 6.27630, 5.27631], [2.60612, 6.24252, 3.82541], [3.84365, 6.70184, 5.99171], [1.12984, 6.89440, 6.02735], [-0.53925, 6.19921, 7.21349], [-0.37050, 5.56901, 5.59993], [0.41239, 3.82139, 7.11654], [1.55287, 4.88028, 7.99250], [1.63888, 4.08148, 4.99430], [2.93672, 3.95911, 6.22922], [0.69096, 7.64686, 5.37216], [1.56952, 7.31736, 6.93062], [-4.20554, 7.96801, -3.31092], [-4.90297, 8.44510, -4.56452], [-6.12152, 7.42625, -4.58429], [-5.43202, 5.76591, -4.39325], [-4.69065, 5.34339, -5.55876], [-6.30592, 4.96492, -3.61150], [-4.04320, 6.41823, -3.24776], [-4.55996, 8.22550, -2.31282], [-3.18067, 8.33519, -3.36482], [-4.36922, 8.32590, -5.50739], [-5.14937, 9.49926, -4.43754], [-6.90545, 7.42853, -5.34162], [-6.59998, 7.49970, -3.60767], [-3.07240, 6.02610, -3.55087], [-4.20628, 6.08501, -2.22284], [-0.91505, -5.87907, -7.59508], [-0.19210, -7.03288, -8.30106], [-0.77271, -8.24425, -7.55792], [-0.86872, -7.83850, -5.77631], [0.30026, -8.49282, -5.11503], [-2.22714, -8.11099, -5.34085], [-0.63025, -6.05928, -6.17558], [-1.98514, -5.87189, -7.80236], [-0.46593, -5.01062, -8.07693], [0.86313, -7.04536, -8.02825], [-0.20217, -7.10717, -9.38847], [-0.19265, -9.16676, -7.58253], [-1.76901, -8.45825, -7.94482], [0.44023, -6.03978, -5.97115], [-1.15431, -5.41753, -5.46732], [2.65641, 4.41048, -6.49106], [1.74116, 3.97483, -7.46841], [2.02409, 2.64711, -8.35346], [3.46835, 2.42082, -8.58222], [1.31960, 1.41280, -7.57564], [0.19896, 1.54951, -6.78315], [1.14721, 2.91153, -9.71811], [0.04157, 3.73376, -9.59039], [2.89482, 3.54624, -5.87111], [2.19078, 5.09519, -5.78222], [3.64509, 4.77183, -6.77398], [0.44784, 1.34318, -5.74220], [-0.64956, 0.99173, -7.17939], [-0.21809, 2.55591, -6.74678], [-0.67794, 3.66546, -10.40631], [0.24546, 4.78215, -9.37265], [-0.65243, 3.33222, -8.85200], [1.89432, -5.47947, 9.97794], [3.06244, -4.61187, 10.13045], [3.45710, -3.59154, 8.95012], [2.54437, -2.38544, 8.77984], [4.96858, -3.20197, 9.20519], [5.92444, -4.18639, 9.40696], [3.39762, -4.58965, 7.66766], [2.67054, -4.18789, 6.53266], [1.66129, -5.59704, 8.91965], [1.03985, -5.16146, 10.57531], [2.35524, -6.43233, 10.23819], [6.14249, -4.32378, 10.46605], [6.87349, -4.11574, 8.87553], [5.69347, -5.11648, 8.88764], [1.99230, -3.34759, 6.68087], [2.23372, -5.01458, 5.97241], [3.41066, -3.70261, 5.89641], [-6.21006, 1.35847, 6.27777], [-6.60363, 2.71318, 5.96583], [-7.95529, 3.41729, 6.66610], [-8.20273, 4.81136, 6.25503], [-9.12310, 2.31840, 6.63439], [-10.45089, 2.76653, 6.92162], [-7.45542, 3.34883, 8.24258], [-8.16844, 4.17616, 9.16693], [-7.05154, 0.75892, 6.62497], [-5.48734, 1.40678, 7.09228], [-5.79457, 0.77898, 5.45336], [-10.40460, 3.84811, 6.79454], [-10.99231, 2.48209, 7.82386], [-11.10309, 2.42623, 6.11731], [-7.51387, 4.73287, 9.83754], [-8.62210, 3.46142, 9.85353], [-8.87553, 4.86582, 8.70598], [10.73943, -0.52766, -2.85329], [9.60265, 0.09909, -2.25263], [9.53444, 1.75537, -2.01991], [8.24938, 2.42980, -1.71861], [10.67398, 1.94065, -0.86730], [10.50452, 1.33381, 0.36885], [10.07678, 2.28870, -3.38044], [10.56171, 3.59447, -3.40737], [10.40862, -1.37281, -3.45694], [11.34414, -1.03140, -2.09919], [11.36304, 0.12460, -3.46466], [9.76776, 1.91100, 0.92755], [11.45934, 1.44112, 0.88352], [10.16056, 0.30154, 0.30384], [11.09828, 3.85968, -2.49641], [9.74105, 4.22113, -3.75654], [11.34758, 3.51763, -4.15876], [-0.52395, -1.18188, 0.29164], [0.60968, -1.64098, -0.22502], [1.54694, -0.64137, -0.29837], [0.83796, 0.55603, 0.02927], [-0.41461, 0.18484, 0.55653], [-1.28787, -1.73190, 0.65769], [0.80518, -2.68940, -0.39535], [2.60329, -0.72321, -0.50771], [1.18180, 1.57823, -0.02807], [-1.14160, 0.71296, 1.15568], [7.17032, -8.97959, -1.61354], [7.36919, -7.77326, -0.96342], [8.63947, -7.82565, -0.39377], [9.27344, -8.99208, -0.84903], [8.27138, -9.70692, -1.47785], [6.35244, -9.17799, -2.17193], [6.57317, -7.04339, -0.95881], [9.09379, -7.02882, 0.17637], [10.30996, -9.27153, -0.73095], [8.22807, -10.75640, -1.72907]], "atomic_forces_ev_per_a": [[-1.4, 0.3, -0.2], [1.9, 0.8, -0.4], [-0.2, -0.6, -0.2], [0.8, 0.1, 2.0], [-1.3, 0.9, -2.6], [-0.3, 0.1, 0.6], [1.4, 0.4, 2.0], [-0.2, -0.5, -0.2], [0.1, -0.1, -0.7], [0.2, -0.1, -0.1], [-0.5, -0.3, 0.3], [0.3, -0.3, 0.0], [0.3, -0.1, 0.0], [-0.5, -0.5, -0.1], [-0.5, 0.1, -0.6], [-0.7, -1.2, 0.1], [0.6, 0.1, -2.4], [0.6, -0.1, 1.1], [-2.5, -3.8, 0.3], [0.3, 0.6, 0.8], [-0.1, 0.5, -0.1], [1.5, 2.8, 0.4], [0.2, 0.5, 0.0], [-0.2, -0.7, 0.1], [0.3, -0.1, 0.1], [-0.2, 0.3, -0.1], [0.1, 0.1, 0.0], [0.2, 0.1, -0.4], [0.1, 0.1, 0.2], [-0.1, 0.8, 0.0], [2.9, -1.2, 0.2], [-2.0, -1.5, 0.2], [0.0, 0.5, 0.3], [4.0, 2.3, 1.4], [-1.1, -0.4, -0.3], [-1.2, -1.1, -0.2], [-1.4, 0.1, -0.4], [-0.7, 0.7, -0.6], [0.1, 0.3, 0.3], [0.5, 0.0, 0.3], [-0.5, -0.2, -0.2], [0.3, 0.2, -0.2], [-0.4, 0.2, 0.0], [-0.3, 0.1, -0.5], [-0.3, -0.2, -0.2], [0.4, 0.2, -2.6], [0.0, -1.4, 1.3], [0.0, -1.0, -0.4], [0.6, -1.3, -1.2], [-2.2, 1.8, -0.9], [0.7, 0.3, 0.3], [1.0, -0.3, 2.7], [0.0, -0.1, -0.1], [-0.3, 0.6, 0.7], [0.2, 0.5, 0.0], [-0.6, 0.1, 0.1], [0.1, 0.1, -0.2], [-0.2, 0.0, 0.4], [0.2, 0.7, 0.0], [0.0, -0.2, 0.0], [0.7, -1.1, 2.0], [-0.6, -0.3, -1.4], [1.2, 0.2, -0.3], [-1.7, -0.1, 0.0], [1.7, 1.0, -1.6], [-1.9, 0.9, 1.1], [1.9, -0.6, 1.4], [-2.8, 0.4, 0.4], [0.1, -0.2, 0.2], [-0.3, 0.3, -0.6], [-0.4, 0.2, -0.9], [-0.1, -0.6, -0.1], [0.3, -0.7, 0.2], [0.4, 0.4, -0.2], [0.9, 0.0, -1.0], [0.3, -0.2, 0.0], [0.2, 0.2, 0.8], [1.6, -0.4, -0.6], [0.1, 0.9, -0.5], [-3.2, 1.7, -0.6], [2.3, -2.6, 0.5], [-0.9, 0.6, -0.4], [1.5, -2.2, -0.2], [0.1, 0.1, 1.7], [0.8, 1.5, -1.7], [-0.3, 0.4, 0.1], [0.4, 0.0, 0.0], [-0.8, -0.2, 0.5], [-0.2, -0.1, -0.1], [0.2, 1.7, 0.1], [-1.0, -0.5, 0.7], [-0.5, -0.5, 0.6], [0.0, -0.1, 0.5], [0.1, -0.3, -0.6], [-0.4, -0.2, 1.0], [-2.6, 0.5, 0.3], [3.5, -0.6, 1.5], [-0.4, -1.4, -0.3], [0.6, -0.1, 0.1], [-0.9, 1.2, -1.6], [-0.3, 0.6, -1.7], [0.0, -0.7, 1.0], [-0.2, 0.2, 0.1], [0.1, 0.0, -0.1], [0.1, 0.8, -0.4], [-0.5, 0.1, 0.4], [1.1, -0.3, 0.5], [0.2, -0.2, -0.2], [0.5, 0.2, -0.6], [-0.7, 0.2, -0.1], [0.0, -0.2, 0.0], [0.2, -0.7, 0.1], [-0.6, 2.3, 0.1], [-1.0, -1.7, 1.0], [1.0, -1.5, 0.3], [-0.3, 0.6, -3.0], [-0.4, 0.2, 1.4], [0.7, -1.8, 0.5], [1.1, 0.6, -1.3], [-0.4, 0.3, -0.3], [0.2, 0.5, 0.4], [-0.2, 0.2, 0.1], [-0.1, -0.1, 0.2], [-0.1, -0.4, 0.0], [0.2, -0.1, -0.1], [-0.6, 0.4, 0.2], [0.4, 0.5, 0.5], [-0.1, 0.6, -0.3], [-1.6, 1.5, 1.4], [2.2, -1.4, 0.0], [-0.9, 0.9, -0.5], [-0.9, -0.2, 1.5], [1.5, -0.6, -1.4], [0.3, -0.1, -0.3], [-0.4, 0.0, 0.0], [-0.2, -0.1, -0.4], [0.2, -0.1, 0.2], [-0.1, 0.0, -0.5], [-1.0, 1.9, 0.7], [0.2, -0.5, 0.4], [-0.6, 1.5, -0.9], [-0.8, -0.7, 0.3], [1.7, -1.9, -0.6], [0.3, -0.3, 0.3], [0.3, 0.1, 0.2], [-0.1, 0.0, -0.1], [-0.3, -0.2, 0.3], [0.4, 0.1, -0.5]], "lowdin_charge": [-0.2291, -0.1777, -0.1848, 0.7179, -0.3731, -0.3376, -0.2589, 0.1196, 0.1151, 0.1072, 0.1015, 0.0920, 0.0908, 0.1008, 0.1164, -0.2588, -0.1806, -0.1883, 0.7051, -0.3421, -0.3220, -0.2677, 0.1210, 0.1204, 0.1089, 0.1130, 0.0916, 0.0882, 0.1100, 0.1013, -0.2524, -0.1832, -0.2211, 0.6738, -0.3359, -0.3199, -0.1811, 0.1153, 0.1066, 0.1133, 0.1116, 0.1015, 0.0934, 0.0904, 0.0877, -0.2450, -0.2064, -0.2404, 0.7319, -0.3556, -0.3427, -0.2403, 0.1270, 0.1238, 0.1135, 0.1186, 0.0968, 0.1017, 0.1025, 0.1144, -0.1106, -0.2464, 0.4838, -0.2331, -0.1948, -0.1492, -0.1883, -0.1625, 0.0867, 0.0909, 0.0936, 0.0981, 0.0954, 0.0749, 0.0922, 0.0945, 0.0747, -0.0545, -0.2343, 0.4564, -0.2725, -0.1769, -0.1405, -0.2429, -0.1293, 0.0757, 0.0944, 0.0919, 0.0990, 0.0903, 0.0843, 0.0794, 0.0918, 0.0876, -0.1067, -0.2268, 0.4960, -0.2334, -0.2202, -0.1007, -0.2417, -0.1191, 0.0760, 0.0861, 0.0859, 0.0744, 0.0938, 0.0876, 0.0838, 0.0843, 0.0808, -0.1125, -0.2367, 0.4565, -0.2282, -0.2384, -0.1306, -0.2192, -0.1046, 0.0858, 0.0824, 0.0842, 0.0919, 0.0932, 0.0893, 0.0914, 0.1027, 0.0928, -0.0106, -0.1891, -0.1070, -0.1084, -0.1109, 0.1490, 0.1077, 0.0903, 0.0826, 0.0967, -0.0020, -0.1240, -0.1228, -0.1071, -0.1834, 0.1529, 0.1001, 0.0875, 0.0908, 0.1080]}